[1]
Molecular formula: C20H24Cl2O2Tc
Method: DFT, ωB97M-V with the def2-TZVPD basis set

Element x y z (Å)
C  0.3130  -1.0721  -1.6889
C  1.2156  0.0213  -2.0701
C  0.3955  1.1885  -2.3085
C  2.6393  -0.2110  -2.4861
C  -0.9629  0.7896  -2.2667
C  -1.0283  -0.5896  -1.9938
C  -2.2438  -1.4159  -2.0215
C  0.7250  -2.4968  -1.8087
C  0.8681  2.5719  -2.5421
C  -2.1159  1.7081  -2.4244
Tc  0.5850  -0.1700  0.3978
Cl  2.2288  1.3102  -0.1407
Cl  2.3386  -1.3892  0.9722
O  -1.0342  0.9339  0.4681
H  2.8942  -1.2728  -2.3878
H  3.4055  0.3579  -1.9379
H  2.7062  0.0486  -3.5498
H  1.8152  2.7911  -2.0177
H  0.1305  3.3189  -2.1976
H  1.0394  2.7147  -3.6211
H  -1.8928  2.7142  -2.0487
H  -2.9834  1.3316  -1.8703
H  -2.4181  1.8235  -3.4761
H  -3.0962  -0.8899  -1.5729
H  -2.0884  -2.3452  -1.4649
H  -2.5649  -1.6983  -3.0390
H  1.7447  -2.6371  -1.4374
H  0.6717  -2.8105  -2.8631
H  0.0729  -3.1429  -1.2116
H  -1.2684  1.7097  0.9935
O  -0.5828  -1.7574  0.7982
H  -1.4466  -1.3315  0.9553
C  3.1615  3.0178  4.2558
C  2.9516  2.8755  2.8710
C  1.8221  2.1856  2.4566
C  1.1989  1.2391  3.2815
C  0.3930  0.2329  2.6899
C  -0.4948  -0.4333  3.4996
C  -0.5412  -0.1062  4.8933
C  0.3305  0.7839  5.4837
C  1.3065  1.4625  4.6988
C  2.3063  2.3762  5.1430
H  3.9812  3.6378  4.6182
H  3.5838  3.2863  2.0857
H  1.3548  2.4394  1.4728
H  -1.1664  -1.1795  3.0932
H  -1.3221  -0.6093  5.4760
H  0.2782  0.9824  6.5610
H  2.4091  2.5232  6.2225

Gap between HOMO and LUMO (alpha / beta), eV: 5.15 / 5.13
Electronic energy, eV: -52466.935
Total charge: -2
Energy relative to the best compared isomer or geometry (same formula, charge and spin), kJ/mol: 18.6
Multiplicity: 4
HOMO energy (alpha / beta), eV: 0.2 / 0.2

Atomic partial charges in e from the natural (NBO) method, atoms 1 to 6: C -0.179; C 0.003; C -0.108; C -0.644; C -0.042; C -0.080

---

[2]
Molecular formula: C33H36N5O4Si2Ti
Method: DFT, ωB97M-V with the def2-TZVPD basis set

Element x y z (Å)
Ti  0.3231  0.2458  0.3963
C  1.5809  3.8979  0.1361
Si  0.2008  2.8069  0.9284
C  0.2564  3.3428  2.7803
C  -1.4234  3.6355  0.3002
C  -1.6844  4.9952  0.4912
C  -2.8642  5.5765  0.0496
C  -3.8129  4.7945  -0.5989
C  -3.5604  3.4467  -0.8063
C  -2.3742  2.8518  -0.3683
Si  -1.9733  1.0002  -0.7070
C  -3.6683  0.1161  -0.3198
C  -1.9711  0.9688  -2.6487
H  1.3106  4.9576  0.1538
H  1.7320  3.6070  -0.9076
H  2.5352  3.7873  0.6606
H  0.2372  4.4324  2.8807
H  1.1610  2.9733  3.2741
H  -0.6039  2.9399  3.3231
H  -0.9509  5.6175  0.9980
H  -3.0493  6.6338  0.2097
H  -4.7411  5.2376  -0.9450
H  -4.3020  2.8413  -1.3229
H  -4.3547  0.1638  -1.1706
H  -4.1637  0.5902  0.5324
H  -3.5221  -0.9404  -0.0698
H  -2.5718  1.7898  -3.0465
H  -2.3813  0.0351  -3.0549
H  -0.9523  1.0916  -3.0283
C  4.3612  0.6628  1.8011
C  4.2836  -0.0522  3.0260
C  3.0617  -0.4039  3.5119
C  1.8792  -0.0792  2.7874
N  1.9787  0.5460  1.5508
C  3.1990  0.9186  1.1238
C  0.5670  -0.3033  3.2356
C  0.2187  -0.6898  4.5594
C  -1.0844  -0.7070  4.9540
C  -2.0848  -0.3289  4.0197
C  -1.7052  -0.0087  2.7440
N  -0.4298  -0.0134  2.3030
H  5.3109  0.9902  1.4023
H  5.1895  -0.3122  3.5599
H  2.9748  -0.9442  4.4453
H  3.2221  1.4460  0.1755
H  1.0057  -0.9521  5.2546
H  -1.3567  -0.9863  5.9640
H  -3.1265  -0.2882  4.3054
H  -2.4539  0.2658  2.0107
O  2.1171  0.5518  -3.1875
C  1.8448  0.1704  -2.0614
O  0.9825  0.7195  -1.2700
C  2.5225  -1.0214  -1.4597
C  3.5503  -1.7040  -2.0949
C  4.1322  -2.7799  -1.4554
C  3.6673  -3.1317  -0.1917
C  2.6333  -2.4000  0.3604
N  2.0575  -1.3708  -0.2523
H  3.8749  -1.3633  -3.0684
H  4.9383  -3.3343  -1.9178
H  4.1063  -3.9529  0.3579
H  2.2559  -2.6356  1.3502
O  -2.3718  -2.1519  -5.8373
C  -1.3998  -3.0760  -5.4021
N  -1.1533  -2.7831  -4.0164
C  -0.7746  -3.7629  -3.1545
O  -0.5226  -4.8920  -3.5515
C  -0.6739  -3.3878  -1.7242
C  -0.5947  -4.4089  -0.7708
C  -0.5633  -4.0567  0.5618
C  -0.5698  -2.7165  0.9182
N  -0.5727  -1.7310  0.0149
C  -0.6436  -2.0800  -1.2703
H  -2.2678  -2.0137  -6.7811
H  -0.4765  -2.9811  -5.9856
H  -1.7526  -4.1077  -5.4823
H  -1.4832  -1.8856  -3.6919
H  -0.5675  -5.4336  -1.1149
H  -0.5165  -4.8083  1.3388
H  -0.5675  -2.4151  1.9582
H  -0.6337  -1.2522  -1.9731

Gap between HOMO and LUMO, eV: 4.01
Electronic energy, eV: -89320.664
Total charge: -1
Energy relative to the best compared isomer or geometry (same formula, charge and spin), kJ/mol: 22.9
HOMO energy, eV: -2.0

Atomic partial charges in e from the Löwdin method, atoms 1 to 6: Ti 0.702; C -0.218; Si 0.626; C -0.212; C -0.303; C -0.118

---

[3]
Molecular formula: C22H45F4N2O3
Method: DFT, ωB97M-V with the def2-TZVPD basis set

Element x y z (Å)
C  3.2519  0.1521  -1.2022
C  2.8813  -0.0948  -2.6754
C  3.8544  -1.0643  -3.3567
C  3.3268  -1.8102  -4.5873
C  2.4311  -0.9565  -5.4767
N  2.6728  -3.1539  -4.1843
C  1.8078  -3.6895  -5.3075
C  1.8487  -3.0442  -2.9588
O  1.3320  -4.3461  -2.7554
C  0.3064  -4.4137  -1.8412
F  0.6363  -3.7668  -0.7087
F  0.0602  -5.6868  -1.5944
F  -0.7957  -3.8170  -2.3375
C  3.8150  -4.1048  -3.9334
O  4.1752  -4.2848  -2.8245
N  4.4363  -4.5557  -5.1170
C  4.0361  -5.8632  -5.5624
O  3.3694  -6.0790  -6.5000
F  4.5763  -6.7976  -4.8151
H  4.0727  -0.4876  -0.8843
H  3.5787  1.1739  -1.0387
H  2.4135  -0.0259  -0.5353
H  2.9018  0.8643  -3.1864
H  1.8519  -0.4376  -2.7493
H  4.1881  -1.7847  -2.6099
H  4.7565  -0.5315  -3.6470
H  4.1884  -2.0962  -5.1840
H  2.8145  0.0580  -5.4620
H  2.4782  -1.2908  -6.5094
H  1.3903  -0.9428  -5.1716
H  2.3472  -3.6147  -6.2407
H  1.5874  -4.7320  -5.1215
H  0.8746  -3.1436  -5.3276
H  1.0429  -2.3454  -3.1624
H  2.4494  -2.7477  -2.1099
H  5.4390  -4.5691  -4.9383
C  -2.8878  2.6456  1.1375
C  -1.9549  1.6721  0.4236
C  -0.4787  1.8977  0.7466
C  0.0694  3.2658  0.3365
C  -0.0838  3.5993  -1.1465
C  0.6590  2.6286  -2.0580
H  -2.6959  3.6785  0.8442
H  -3.9285  2.4247  0.9002
H  -2.7663  2.5716  2.2191
H  -2.1191  1.7330  -0.6564
H  -2.2193  0.6516  0.7137
H  0.1134  1.1082  0.2704
H  -0.3282  1.7738  1.8232
H  1.1309  3.3076  0.6016
H  -0.4160  4.0466  0.9260
H  0.2967  4.6087  -1.3165
H  -1.1407  3.6232  -1.4222
H  1.7255  2.6197  -1.8195
H  0.5501  2.9149  -3.1058
H  0.2777  1.6097  -1.9527
C  -3.9264  0.8256  4.6207
C  -3.8717  2.2603  5.1386
C  -2.9454  2.4417  6.3396
C  -3.3430  1.6459  7.5838
C  -4.7514  1.9298  8.1038
C  -4.9599  3.3779  8.5377
H  -4.3142  0.1389  5.3739
H  -4.5774  0.7556  3.7477
H  -2.9317  0.4792  4.3293
H  -4.8806  2.5988  5.3869
H  -3.5231  2.9131  4.3343
H  -2.8918  3.5050  6.5875
H  -1.9298  2.1506  6.0517
H  -2.6223  1.8632  8.3779
H  -3.2496  0.5756  7.3794
H  -4.9419  1.2731  8.9560
H  -5.4929  1.6640  7.3455
H  -4.2533  3.6534  9.3229
H  -5.9673  3.5253  8.9280
H  -4.8271  4.0724  7.7069

Gap between HOMO and LUMO, eV: 8.16
Electronic energy, eV: -43530.295
Total charge: +1
HOMO energy, eV: -12.1

Atomic partial charges in e from the Löwdin method, atoms 1 to 6: C -0.075; C -0.248; C -0.151; C -0.247; C -0.015; N -0.102

---

[4]
Molecular formula: C47H30BrCl5O4PdS2
Method: DFT, ωB97M-V with the def2-TZVPD basis set

Element x y z (Å)
Pd  -0.4457  -0.7754  -1.9083
C  -2.6728  -0.4494  6.5978
C  -2.1612  -0.2904  5.1972
C  -0.8147  -0.0098  4.9632
C  -0.3277  0.1639  3.6815
C  -1.2267  0.0595  2.6258
C  -2.5811  -0.2288  2.8169
C  -3.0323  -0.3967  4.1101
S  -0.6122  0.2085  1.0387
O  0.4288  1.1786  0.9004
C  -0.1874  -1.3709  0.4033
C  -1.2206  -2.3628  0.5102
C  -0.9113  -3.6694  0.3313
C  0.4117  -4.0715  0.0154
C  0.7219  -5.4241  -0.2285
C  2.0008  -5.7955  -0.5336
C  3.0326  -4.8349  -0.6121
C  2.7693  -3.5181  -0.3766
C  1.4479  -3.0983  -0.0524
C  1.1600  -1.7323  0.2122
C  2.2960  -0.7842  0.3842
C  3.0031  -0.8278  1.6173
C  2.6559  -1.7163  2.6741
C  3.3518  -1.7072  3.8453
C  4.4324  -0.8125  4.0343
C  4.7857  0.0499  3.0419
C  4.0828  0.0673  1.8093
C  4.4467  0.9599  0.7740
C  3.7648  0.9809  -0.4044
C  2.6787  0.1006  -0.5786
S  1.7880  0.0278  -2.1035
O  2.4467  -0.9322  -3.0073
C  1.9214  1.6619  -2.7575
C  1.4355  2.7534  -2.0408
C  1.4967  4.0048  -2.6180
C  2.0231  4.1821  -3.9024
C  2.0580  5.5475  -4.5295
C  2.4948  3.0713  -4.5915
C  2.4436  1.8013  -4.0313
H  -1.8833  -0.7625  7.2770
H  -3.4852  -1.1720  6.6422
H  -3.0616  0.5050  6.9591
H  -0.1368  0.0784  5.8014
H  0.7162  0.3883  3.5099
H  -3.2581  -0.3120  1.9844
H  -4.0783  -0.6153  4.2795
H  -2.2364  -2.0511  0.7218
H  -1.6845  -4.4235  0.4011
H  -0.0675  -6.1618  -0.1750
H  2.2260  -6.8360  -0.7237
H  4.0351  -5.1467  -0.8683
H  3.5590  -2.7852  -0.4543
H  1.8400  -2.4171  2.5493
H  3.0827  -2.3969  4.6339
H  4.9811  -0.8219  4.9652
H  5.6137  0.7334  3.1765
H  5.2857  1.6257  0.9274
H  4.0490  1.6548  -1.1988
H  1.0424  2.6261  -1.0357
H  1.1425  4.8665  -2.0670
H  2.2616  6.3177  -3.7872
H  1.0936  5.7769  -4.9860
H  2.8146  5.6079  -5.3084
H  2.9135  3.1977  -5.5811
H  2.8136  0.9327  -4.5577
Cl  -0.1473  -1.8828  -4.2178
C  -1.7609  -2.3310  -3.6553
C  -2.1324  -1.7620  -2.4550
C  -3.4208  -2.0193  -2.0013
Cl  -4.1198  -1.2205  -0.6045
C  -4.2569  -2.8976  -2.7043
Cl  -5.8259  -3.2474  -2.1199
C  -3.8225  -3.4971  -3.8960
Cl  -4.8384  -4.5758  -4.7402
C  -2.5570  -3.1926  -4.3938
Cl  -1.9826  -3.8505  -5.8650
Br  -4.3596  5.9482  -2.5425
C  -3.7966  4.8171  -1.1564
C  -4.0572  5.1627  0.1661
C  -3.6443  4.3306  1.1998
C  -2.9789  3.1505  0.9227
C  -2.7194  2.8128  -0.4082
C  -3.1246  3.6500  -1.4577
C  -1.9949  1.6250  -0.8054
O  -1.8557  0.6643  0.3543
O  -1.5566  1.3135  -1.8695
H  -4.5829  6.0819  0.3835
H  -3.8479  4.6097  2.2232
H  -2.6643  2.5119  1.7321
H  -2.9165  3.3784  -2.4825

Gap between HOMO and LUMO, eV: 6.35
Electronic energy, eV: -215204.875
Total charge: +2
Energy relative to the best compared isomer or geometry (same formula, charge and spin), kJ/mol: 150.3
HOMO energy, eV: -13.4

Atomic partial charges in e from the Löwdin method, atoms 1 to 6: Pd 0.703; C -0.021; C -0.225; C 0.003; C -0.017; C -0.302

---

> total charge of number 3 (C22H45F4N2O3)?

+1